# 1
The following is a quantum chemistry calculation of 15 unconnected molecules or ions with the total composition C60H95N15O20 in a non-equilibrium geometry, from the Open Molecules 2025 dataset.

Structure (XYZ):
```
190
Properties=species:S:1:pos:R:3
C -5.784 -3.203 3.073
O -5.564 -3.443 4.267
N -4.858 -2.759 2.188
C -5.174 -2.270 0.788
C -3.513 -2.398 2.591
H -6.746 -3.307 2.548
H -5.528 -1.242 0.722
H -5.964 -2.893 0.368
H -4.391 -2.369 0.036
H -2.750 -2.500 1.819
H -3.339 -1.385 2.953
H -3.292 -3.095 3.400
C 2.585 1.969 -3.398
O 3.073 0.795 -3.211
N 2.339 2.430 -4.666
C 1.432 3.613 -4.825
C 2.847 1.860 -5.940
H 2.299 2.670 -2.599
H 2.035 4.466 -5.136
H 1.109 3.842 -3.810
H 0.542 3.375 -5.408
H 1.999 1.629 -6.585
H 3.489 2.619 -6.386
H 3.449 0.979 -5.721
C 0.137 -4.145 4.032
O -0.540 -3.924 3.012
N 1.439 -3.798 4.093
C 2.280 -3.896 5.271
C 2.007 -3.091 2.995
H -0.196 -4.657 4.948
H 3.122 -4.567 5.099
H 1.746 -4.313 6.125
H 2.699 -2.922 5.522
H 1.737 -3.660 2.105
H 1.673 -2.057 3.088
H 3.096 -3.052 2.989
C -4.143 1.681 1.782
O -3.577 0.658 1.530
N -4.735 2.023 2.974
C -4.685 1.201 4.166
C -5.501 3.221 3.217
H -4.342 2.333 0.918
H -4.402 1.778 5.046
H -3.999 0.379 3.961
H -5.700 0.822 4.288
H -5.154 3.739 4.110
H -5.391 3.945 2.409
H -6.560 2.988 3.330
C 0.064 -1.972 -6.370
O 0.139 -0.895 -6.885
N 0.577 -2.296 -5.199
C 0.742 -3.709 -4.889
C 1.259 -1.331 -4.337
H -0.311 -2.847 -6.923
H 0.346 -4.438 -5.596
H 0.250 -3.911 -3.937
H 1.795 -3.983 -4.819
H 0.757 -1.451 -3.377
H 2.348 -1.366 -4.301
H 1.039 -0.323 -4.689
C 0.011 1.097 -0.003
O 0.852 1.886 -0.515
N 0.134 -0.206 0.243
C -1.045 -0.927 0.701
C 1.321 -0.946 -0.146
H -0.999 1.420 0.295
H -1.443 -0.547 1.642
H -0.763 -1.972 0.830
H -1.881 -0.891 0.002
H 1.098 -1.671 -0.930
H 2.177 -0.309 -0.369
H 1.543 -1.635 0.668
C -2.510 4.960 0.382
O -2.477 3.887 -0.197
N -1.938 6.079 -0.130
C -2.131 7.322 0.612
C -1.091 6.225 -1.338
H -3.015 4.978 1.360
H -2.646 7.179 1.562
H -2.733 8.014 0.024
H -1.173 7.771 0.872
H -0.071 6.526 -1.102
H -1.006 5.304 -1.915
H -1.518 7.084 -1.855
C 5.522 -5.210 -1.973
O 6.500 -5.441 -1.351
N 4.342 -4.848 -1.456
C 3.193 -4.524 -2.293
C 3.942 -4.878 -0.081
H 5.463 -5.274 -3.070
H 2.469 -5.337 -2.352
H 3.518 -4.254 -3.298
H 2.562 -3.731 -1.892
H 4.888 -4.996 0.447
H 3.510 -3.960 0.317
H 3.293 -5.745 0.037
C -0.777 -6.732 -1.425
O -1.435 -7.333 -2.221
N -0.779 -5.397 -1.170
C -0.051 -4.867 -0.033
C -1.582 -4.448 -1.914
H -0.161 -7.218 -0.653
H -0.654 -4.338 0.705
H 0.579 -4.020 -0.303
H 0.664 -5.550 0.427
H -1.038 -3.647 -2.414
H -2.277 -4.689 -2.719
H -2.209 -3.848 -1.254
C 3.943 0.411 3.543
O 4.970 -0.051 4.043
N 3.726 1.630 3.078
C 2.443 1.968 2.483
C 4.753 2.586 2.866
H 3.068 -0.256 3.489
H 2.162 2.878 3.013
H 1.740 1.169 2.716
H 2.465 2.006 1.394
H 4.963 2.610 1.797
H 4.403 3.567 3.187
H 5.744 2.393 3.278
C 1.808 5.405 2.046
C 1.312 4.856 0.885
C 2.150 4.760 -0.167
C 3.462 5.376 -0.114
C 3.926 5.895 1.052
C 3.087 5.934 2.223
N 4.327 5.317 -1.334
O 3.774 5.082 -2.413
O 5.495 5.566 -1.142
H 1.173 5.319 2.916
H 0.289 4.510 0.918
H 1.689 4.397 -1.073
H 4.933 6.284 1.016
H 3.450 6.187 3.209
C -1.511 1.843 -4.204
C -2.289 1.736 -5.326
C -3.582 2.134 -5.327
C -4.194 2.628 -4.225
C -3.413 2.838 -3.049
C -2.056 2.478 -3.051
N -5.613 3.008 -4.255
O -5.980 3.819 -3.433
O -6.339 2.677 -5.218
H -0.473 1.547 -4.193
H -1.952 1.299 -6.255
H -4.119 2.095 -6.264
H -3.831 3.304 -2.169
H -1.493 2.611 -2.139
C -6.574 -1.014 -2.275
C -6.296 -2.154 -2.996
C -4.985 -2.476 -3.412
C -3.956 -1.577 -3.024
C -4.282 -0.371 -2.389
C -5.559 -0.111 -1.959
N -2.536 -1.852 -3.445
O -1.623 -1.131 -3.003
O -2.396 -2.811 -4.252
H -7.558 -0.786 -1.892
H -7.175 -2.707 -3.293
H -4.806 -3.309 -4.076
H -3.423 0.234 -2.138
H -5.723 0.802 -1.407
C 7.175 2.368 -0.511
C 7.702 1.630 0.524
C 7.021 0.440 0.929
C 5.930 -0.041 0.217
C 5.402 0.721 -0.817
C 5.938 2.008 -1.023
N 5.282 -1.313 0.687
O 6.011 -2.112 1.234
O 4.088 -1.560 0.478
H 7.615 3.269 -0.911
H 8.659 1.878 0.958
H 7.347 -0.028 1.846
H 4.565 0.285 -1.342
H 5.446 2.559 -1.811
C -2.321 -2.557 7.848
C -3.015 -1.818 6.889
C -2.255 -1.101 5.915
C -0.833 -1.221 5.905
C -0.230 -2.000 6.887
C -0.962 -2.706 7.794
N -0.018 -0.488 4.948
O -0.605 0.250 4.172
O 1.240 -0.611 5.015
H -2.805 -3.069 8.666
H -4.088 -1.715 6.948
H -2.747 -0.371 5.288
H 0.848 -1.963 6.936
H -0.395 -3.179 8.582
```

Results
molecular weight	1346.51	g mol⁻¹
net charge	0
energy	-127046.372	eV
energy relative to the best compared isomer or geometry (same formula, charge and spin)	0.0000	eV
F_max	4.35	eV/Å
multiplicity	1

Atomic partial charges in e from the Mulliken method, atoms 1 to 6:
1 C 0.032
2 O -0.576
3 N 0.387
4 C -0.803
5 C 1.185
6 H 0.293

# 2
The following is a quantum chemistry calculation of a molecular structure, C60H96Ca2N8O16P in a non-equilibrium geometry, from the Open Molecules 2025 dataset.

Structure (XYZ):
```
183
Properties=species:S:1:pos:R:3
Ca -1.580 1.301 0.550
Ca 1.530 0.838 -1.725
P -0.255 -0.682 -0.810
O -1.531 -1.363 -0.241
O -0.642 0.550 -1.669
O 0.615 -1.472 -1.718
O 0.696 -0.024 0.301
C 1.335 2.483 -6.406
C 0.813 1.749 -5.147
C -0.358 0.831 -5.351
C 0.096 -0.485 -6.094
C 1.211 -1.184 -5.395
C 2.359 -0.264 -4.931
N 1.769 0.936 -4.294
O 2.762 1.813 -3.786
C 3.191 -0.962 -3.844
C 3.411 0.092 -6.085
C 0.162 2.809 -4.227
H 1.914 3.428 -6.172
H 0.494 2.800 -6.964
H 2.019 1.882 -7.006
H -0.930 0.676 -4.469
H -1.055 1.310 -6.042
H 0.436 -0.149 -7.128
H -0.768 -1.122 -6.163
H 1.727 -1.924 -6.088
H 0.828 -1.622 -4.468
H 3.777 -1.780 -4.246
H 3.908 -0.311 -3.357
H 2.403 -1.412 -3.183
H 2.959 0.074 -7.063
H 3.949 1.077 -5.954
H 4.245 -0.600 -6.072
H 0.812 3.652 -4.064
H -0.087 2.325 -3.309
H -0.852 3.034 -4.557
H 3.410 1.989 -4.525
C -4.895 -0.999 3.567
C -4.949 -0.062 2.286
C -6.316 0.637 2.201
C -6.587 1.634 3.241
C -5.501 2.726 3.162
C -4.037 2.172 3.187
N -3.994 1.048 2.276
O -2.669 0.527 2.491
C -3.137 3.283 2.644
C -3.703 1.866 4.665
C -4.727 -0.914 1.067
H -5.485 -0.646 4.440
H -3.863 -1.179 3.905
H -5.318 -1.934 3.335
H -6.227 1.138 1.278
H -7.105 -0.093 2.131
H -6.714 1.049 4.170
H -7.655 1.983 3.131
H -5.607 3.263 4.113
H -5.682 3.335 2.251
H -3.184 4.204 3.245
H -2.112 3.027 2.684
H -3.434 3.561 1.605
H -4.497 1.398 5.212
H -2.768 1.313 4.760
H -3.484 2.899 5.192
H -4.732 -0.299 0.147
H -5.569 -1.579 1.019
H -3.810 -1.465 1.049
H -2.687 -0.366 2.824
C -3.183 -4.368 2.441
C -1.890 -4.291 3.285
C -1.377 -5.800 3.446
C 0.037 -5.944 3.839
C 0.838 -5.112 2.871
C 0.478 -3.611 2.798
N -0.960 -3.487 2.473
O -1.372 -2.177 2.379
C 0.809 -2.875 4.095
C 1.379 -3.190 1.607
C -2.227 -3.777 4.682
H -3.646 -3.389 2.223
H -3.928 -4.928 2.938
H -3.062 -4.937 1.495
H -1.951 -6.391 4.226
H -1.534 -6.340 2.478
H 0.263 -7.019 3.770
H 0.372 -5.640 4.835
H 0.772 -5.394 1.831
H 1.879 -5.156 3.228
H 0.726 -1.808 3.961
H 0.185 -3.231 4.869
H 1.898 -3.068 4.374
H 1.278 -2.166 1.400
H 2.412 -3.320 1.856
H 1.188 -3.756 0.717
H -3.307 -3.815 4.904
H -1.921 -2.684 4.697
H -1.616 -4.290 5.462
H -1.390 -1.975 1.416
C 4.192 -1.443 -0.305
C 5.084 -0.318 0.273
C 6.608 -0.658 -0.029
C 7.549 0.496 0.218
C 7.143 1.668 -0.594
C 5.640 2.100 -0.324
N 4.863 0.898 -0.476
O 3.527 1.363 -0.341
C 5.576 2.816 1.035
C 5.220 3.152 -1.385
C 4.810 -0.134 1.835
H 4.497 -2.420 0.060
H 4.234 -1.473 -1.378
H 3.173 -1.280 0.046
H 6.957 -1.482 0.625
H 6.728 -1.142 -0.998
H 8.566 0.263 -0.039
H 7.492 0.721 1.266
H 7.171 1.395 -1.642
H 7.843 2.494 -0.510
H 4.554 3.043 1.314
H 6.016 2.376 1.941
H 6.122 3.786 0.950
H 5.305 2.736 -2.399
H 4.309 3.711 -1.095
H 6.001 3.959 -1.348
H 4.710 -1.158 2.233
H 3.917 0.402 2.002
H 5.584 0.332 2.406
H 3.335 1.411 0.604
C 0.816 7.918 -0.882
C -0.148 7.431 -0.038
C -0.296 6.080 0.129
C 0.520 5.342 -0.688
C 1.411 5.758 -1.715
C 1.572 7.116 -1.788
N 0.450 3.897 -0.583
O -0.451 3.461 0.086
O 1.305 3.255 -1.162
H 0.944 8.990 -0.845
H -0.717 8.141 0.560
H -0.891 5.527 0.791
H 2.001 5.081 -2.354
H 2.399 7.537 -2.387
C -1.153 -5.260 -1.952
C -2.087 -6.208 -2.409
C -3.469 -5.993 -2.261
C -3.919 -4.792 -1.717
C -3.018 -3.817 -1.236
C -1.662 -4.097 -1.395
N -5.343 -4.445 -1.464
O -6.134 -5.386 -1.322
O -5.661 -3.236 -1.343
H -0.056 -5.482 -2.069
H -1.713 -7.185 -2.741
H -4.092 -6.842 -2.584
H -3.268 -2.893 -0.803
H -0.920 -3.360 -1.136
C 2.977 0.878 6.309
C 3.732 1.698 5.467
C 3.252 2.021 4.235
C 1.957 1.607 3.879
C 1.192 0.731 4.638
C 1.772 0.274 5.864
N 1.406 2.166 2.631
O 2.075 2.534 1.718
O 0.185 2.201 2.616
H 3.395 0.482 7.225
H 4.773 2.064 5.678
H 3.869 2.580 3.501
H 0.156 0.438 4.352
H 1.147 -0.440 6.379
C -3.674 -0.743 -5.134
C -3.873 0.591 -5.531
C -3.760 1.540 -4.532
C -3.668 1.235 -3.179
C -3.672 -0.130 -2.811
C -3.708 -1.077 -3.778
N -3.309 2.346 -2.189
O -2.789 3.366 -2.629
O -3.498 2.060 -0.980
H -3.712 -1.462 -5.929
H -3.975 0.988 -6.555
H -3.893 2.559 -4.817
H -3.502 -0.445 -1.779
H -3.475 -2.092 -3.460
```

Results
molecular weight	1296.60	g mol⁻¹
net charge	+1
energy	-154613.451	eV
F_max	3.52	eV/Å
multiplicity	1

Atomic partial charges in e from the Mulliken method, atoms 1 to 6:
1 Ca 1.134
2 Ca -0.813
3 P -0.392
4 O -0.066
5 O 0.536
6 O -0.641

What is the energy in the second record?
-154613.451 eV